Density functional theory data (ωB97M-V/def2-TZVPD) for 8 unconnected molecules or ions with the total composition C58H67F7N4O2PS.

Atoms and positions in Å:
1 C 6.48490 -0.77652 4.80155
2 C 5.70441 -0.32917 3.66570
3 C 4.44380 -1.19776 3.30831
4 C 3.31492 -0.45257 2.51683
5 N 2.83096 0.75853 2.61958
6 C 3.28290 1.78338 3.58241
7 C 4.31056 2.81733 2.92466
8 N 5.34571 3.26345 3.57239
9 C 1.71188 0.98286 1.65256
10 C 1.18216 2.44589 1.35978
11 C -0.42750 2.41611 1.29909
12 O -0.83586 3.12421 0.10529
13 C -1.10218 3.14955 2.55839
14 N -1.73306 2.19513 3.52560
15 C 1.99071 -0.02378 0.46743
16 P 3.04493 0.50341 -0.99830
17 N 3.80499 1.90203 -0.83295
18 C 2.51607 -1.23437 1.39404
19 S 1.10971 -2.24806 2.11944
20 C 3.28885 -2.33862 0.52744
21 O 2.42643 -2.65566 -0.56168
22 C 2.63614 -3.99497 -1.05550
23 C 1.20367 -4.64593 -1.37522
24 C 0.67050 -5.43134 -0.06817
25 H 6.22285 -0.49947 5.87048
26 H 7.43281 -1.38894 4.69213
27 H 6.01803 0.61711 3.14791
28 H 4.82784 -2.08608 2.71472
29 H 3.97743 -1.64108 4.24362
30 H 3.80201 1.35762 4.48293
31 H 2.40845 2.39136 3.97220
32 H 4.17255 3.24444 1.89071
33 H 5.35727 2.81336 4.50377
34 H 0.83295 0.52829 2.22343
35 H 1.55089 2.86532 0.36987
36 H 1.44046 3.21169 2.14191
37 H -0.84317 1.36943 1.22441
38 H -1.47589 2.54025 -0.33325
39 H -1.94388 3.78729 2.14441
40 H -0.36605 3.75655 3.16247
41 H -2.61133 1.83812 3.13339
42 H -1.11418 1.40352 3.71647
43 H 0.94235 -0.24934 0.08334
44 H 2.15453 0.52947 -2.13445
45 H 4.05755 -0.48833 -1.27591
46 H 3.58633 2.26695 0.09799
47 H 1.51594 -3.57058 2.15003
48 H 4.32819 -2.01891 0.21940
49 H 3.41178 -3.24176 1.20958
50 H 3.20508 -4.66745 -0.35535
51 H 3.16831 -3.94928 -2.06091
52 H 1.29960 -5.34848 -2.25776
53 H 0.49604 -3.82031 -1.67315
54 H 0.18162 -6.39962 -0.37493
55 H 1.53801 -5.56909 0.63683
56 H -0.07293 -4.72235 0.41620
57 F 7.83808 -4.07977 4.19645
58 C 8.52803 -3.97940 3.04484
59 C 7.90400 -3.46132 1.92235
60 C 8.61786 -3.35270 0.73438
61 C 9.94275 -3.77295 0.68053
62 C 10.55650 -4.29612 1.81387
63 C 9.84747 -4.39528 3.00514
64 H 6.86859 -3.14683 1.98177
65 H 8.14212 -2.94173 -0.14845
66 H 10.49731 -3.69194 -0.24727
67 H 11.58730 -4.62683 1.76951
68 H 10.31197 -4.79198 3.89951
69 F -2.33859 1.36477 -1.59185
70 C -2.11258 1.59259 -2.90914
71 C -3.00299 1.09664 -3.84479
72 C -2.77354 1.33449 -5.19468
73 C -1.65159 2.05576 -5.59183
74 C -0.76210 2.54425 -4.64103
75 C -0.99593 2.31650 -3.28992
76 H -3.86627 0.53018 -3.51682
77 H -3.46769 0.95775 -5.93629
78 H -1.47162 2.23690 -6.64526
79 H 0.11324 3.10242 -4.95159
80 H -0.31851 2.69740 -2.53398
81 F -5.07888 0.20781 1.62829
82 C -5.93524 0.28372 0.59009
83 C -7.27258 -0.01469 0.78887
84 C -8.15536 0.06942 -0.28231
85 C -7.68823 0.44016 -1.54002
86 C -6.34190 0.73218 -1.72722
87 C -5.45986 0.65922 -0.65484
88 H -7.61589 -0.30912 1.77333
89 H -9.20570 -0.15389 -0.13729
90 H -8.37451 0.50068 -2.37219
91 H -5.97966 1.01690 -2.70835
92 H -4.40950 0.89168 -0.77967
93 F 4.66223 -0.09259 -5.21391
94 C 5.19081 1.14578 -5.23044
95 C 5.83733 1.59387 -6.36982
96 C 6.37777 2.87434 -6.38616
97 C 6.27444 3.68644 -5.26027
98 C 5.62659 3.22186 -4.12067
99 C 5.07663 1.94623 -4.10709
100 H 5.91476 0.94430 -7.23325
101 H 6.87944 3.23895 -7.27467
102 H 6.70023 4.68337 -5.27288
103 H 5.54973 3.85267 -3.24279
104 H 4.56139 1.57179 -3.23180
105 F -8.60811 1.95398 -3.88252
106 C -9.28780 3.00415 -3.37986
107 C -10.25186 3.62207 -4.15795
108 C -10.95652 4.70187 -3.63886
109 C -10.68162 5.15732 -2.35277
110 C -9.70739 4.53116 -1.58281
111 C -9.00918 3.44434 -2.09567
112 H -10.44621 3.25869 -5.15983
113 H -11.71854 5.18849 -4.23610
114 H -11.22901 6.00262 -1.95100
115 H -9.49236 4.88785 -0.58654
116 H -8.25424 2.94033 -1.50648
117 F -8.11995 6.42241 0.01763
118 C -8.07682 6.44899 1.36120
119 C -7.49898 5.39067 2.04222
120 C -7.45015 5.42010 3.43109
121 C -7.98856 6.50131 4.12200
122 C -8.57056 7.55562 3.42600
123 C -8.61063 7.53297 2.03696
124 H -7.09234 4.55360 1.48695
125 H -6.99369 4.60110 3.97447
126 H -7.95375 6.52107 5.20540
127 H -8.99317 8.39512 3.96531
128 H -9.05205 8.34908 1.47813
129 F 2.84526 -8.11809 0.04300
130 C 2.01652 -9.03894 0.57211
131 C 0.91848 -8.62163 1.30468
132 C 0.05984 -9.57037 1.84762
133 C 0.31554 -10.92509 1.65987
134 C 1.42496 -11.33157 0.92552
135 C 2.27833 -10.38343 0.37316
136 H 0.74113 -7.56468 1.44716
137 H -0.80677 -9.25463 2.41647
138 H -0.35200 -11.66472 2.08703
139 H 1.62528 -12.38691 0.78337
140 H 3.14196 -10.68159 -0.20861

Atomic forces in eV per Å
C -0.278 0.312 -0.516
C 0.387 -0.831 1.689
C -0.689 2.200 0.878
C -0.437 -1.467 -0.743
N 1.444 -0.982 0.188
C 0.603 1.714 0.239
C 1.301 0.557 0.918
N -2.373 -1.341 -0.789
C -1.787 0.580 -0.025
C -0.357 0.186 -0.515
C 0.074 1.052 -0.046
O 0.241 -0.906 0.481
C -0.479 -0.924 0.099
N 0.183 0.324 -0.736
C -1.798 -0.850 1.610
P 1.173 1.586 -0.044
N -0.903 -0.965 0.813
C 0.981 -0.652 -1.556
S -0.330 0.658 0.531
C 0.195 -0.058 1.131
O 1.217 -0.249 1.146
C -1.174 -1.015 -2.225
C 0.708 -0.280 0.833
C -0.233 1.408 -0.997
H -0.950 -2.094 -1.105
H -0.010 2.438 -0.047
H 0.394 -2.072 -1.108
H -0.639 1.214 0.476
H 0.460 0.419 -0.820
H -0.602 -0.049 -1.072
H 0.761 -0.950 -0.652
H -0.218 -0.725 1.046
H 0.276 0.294 -0.268
H 1.013 0.300 -0.738
H -0.395 -0.696 1.182
H 0.065 -0.991 -0.616
H 0.597 0.826 0.308
H 0.156 0.458 -0.059
H 1.285 -0.526 0.562
H -0.721 -0.380 -0.951
H 0.533 0.023 0.255
H -0.369 0.275 -0.035
H 1.423 -0.059 0.204
H 0.348 -0.607 0.681
H -1.181 0.030 0.001
H 0.257 0.220 -0.499
H 0.382 1.187 -0.304
H -1.012 -0.116 0.096
H 0.066 0.974 -0.882
H -0.452 0.896 -0.524
H -0.233 0.151 1.389
H 0.011 0.781 1.072
H 0.764 -0.857 0.303
H 0.562 1.091 0.638
H -0.979 -0.270 -0.695
H 0.692 -1.197 -0.321
F -0.136 0.057 0.130
C 0.394 0.031 -0.620
C -0.126 0.049 0.074
C 0.188 -0.109 0.155
C -0.005 0.019 -0.067
C -0.263 0.115 -0.066
C 0.049 -0.069 0.195
H 0.022 -0.019 0.031
H 0.015 -0.034 0.063
H -0.044 -0.008 0.077
H -0.076 0.028 0.040
H -0.059 0.003 -0.021
F -0.005 -0.106 0.326
C 0.221 0.219 -1.195
C -0.201 -0.132 0.256
C 0.272 0.147 0.102
C -0.022 -0.013 -0.027
C -0.230 -0.155 -0.052
C 0.127 -0.014 0.329
H 0.043 0.011 0.003
H 0.029 0.003 0.089
H -0.012 -0.008 0.088
H -0.062 -0.020 0.066
H -0.040 0.024 -0.005
F 0.160 0.011 0.145
C -0.551 0.047 -0.618
C -0.015 -0.029 0.252
C 0.350 0.063 -0.121
C -0.083 -0.258 0.085
C -0.157 -0.115 0.244
C 0.238 0.042 0.065
H 0.044 0.026 -0.022
H 0.081 0.001 0.018
H 0.091 -0.079 0.121
H -0.056 0.043 0.069
H -0.078 -0.040 0.041
F -0.086 -0.166 0.043
C 0.326 0.744 -0.045
C -0.016 -0.178 -0.168
C -0.112 -0.008 0.301
C 0.020 0.021 -0.035
C 0.059 -0.032 -0.211
C -0.124 -0.234 0.040
H -0.030 0.007 0.047
H -0.033 -0.064 0.049
H -0.034 -0.078 0.005
H -0.042 -0.095 -0.029
H 0.085 0.108 0.003
F 0.072 0.009 -0.302
C -0.430 0.728 0.344
C -0.004 -0.151 -0.204
C 0.198 -0.039 0.247
C -0.042 0.012 -0.027
C -0.251 -0.135 -0.302
C 0.149 -0.095 0.009
H 0.023 -0.018 0.047
H 0.069 -0.053 0.005
H 0.045 -0.065 -0.024
H -0.058 -0.119 -0.106
H -0.016 0.051 -0.049
F 0.152 0.168 -0.019
C 0.058 0.050 0.737
C 0.070 -0.156 -0.151
C -0.155 0.270 -0.050
C 0.025 -0.030 0.054
C 0.129 -0.242 -0.059
C -0.094 0.131 -0.139
H -0.013 0.050 -0.019
H -0.039 0.031 -0.066
H -0.008 0.004 -0.084
H 0.033 -0.041 -0.069
H 0.016 -0.055 -0.013
F 0.104 0.166 -0.062
C -0.476 -0.563 0.298
C 0.013 0.159 0.054
C 0.213 -0.216 -0.129
C -0.054 -0.010 0.027
C -0.126 0.253 0.082
C 0.190 -0.002 -0.127
H 0.016 -0.085 0.029
H 0.075 0.008 -0.033
H 0.057 0.054 -0.038
H 0.006 0.087 -0.019
H -0.018 0.044 0.029

total charge = +1
maximum force = 2.84 eV/A
HOMO level = -0.379 Ha
E = -4057.812998 Ha